No. 1
Entry from OMol25: a 2-piece molecular cluster, C9H19N2S overall in a non-equilibrium geometry (the ωB97M-V functional and the def2-TZVPD basis).

Geometry (Å):
C 1.04160 -1.32475 1.55578
C 0.76526 2.00582 -1.86763
C 1.79060 0.98651 -1.56227
C 0.37422 0.62640 -1.42849
C 1.58412 -2.66788 1.34346
C 2.78921 0.93986 -0.40806
C -2.51563 1.36898 -0.13663
C -2.83766 -0.74982 1.19087
C -0.60453 0.16722 0.77717
N -0.03748 -0.98068 0.89793
N -1.98146 0.04440 0.25457
S -0.46154 -0.59243 -2.33620
H 1.46994 -0.59642 2.29806
H 0.86846 2.78490 -1.18013
H 0.51486 2.32208 -2.90385
H 2.26857 0.47247 -2.47787
H 1.01362 -3.31232 0.76448
H 2.47521 -2.60359 0.85402
H 1.81300 -3.20973 2.35924
H 2.19983 1.20217 0.56879
H 3.64822 1.74005 -0.58714
H 3.12406 -0.04188 -0.54751
H -2.93776 1.74556 0.84633
H -1.77828 1.99035 -0.57087
H -3.33516 1.42025 -0.72660
H -3.14639 -0.05667 1.93003
H -3.81745 -0.95522 0.80742
H -2.48549 -1.73545 1.53514
H -0.39104 0.96771 1.41217
H -1.78176 -0.44043 -0.74374
H 0.37086 -1.51747 -1.91846

The multiplicity is 3. The total energy comes out at -23443.3661 eV. As for the HOMO energy (spin up / spin down): -10.3 / -13.5 eV. The value obtained for the LUMO energy (spin up / spin down) is -2.32 / -5.25 eV. Its total charge is +1. As for the HOMO-LUMO gap (spin up / spin down): 7.978 / 8.235 eV.

---

No. 2
Entry from OMol25: a single C9H19N5O3 molecule in a non-equilibrium geometry (the ωB97M-V functional and the def2-TZVPD basis).

Geometry (Å):
C 0.40633 2.13827 1.76832
C -0.47205 1.53104 0.63821
C -0.28128 3.39639 2.28457
C -0.53320 -0.24055 -1.12041
C -0.75609 0.67064 -2.34422
C -1.78519 -1.03300 -0.69324
C -1.73202 -1.80163 0.62512
C -0.57267 -2.84171 0.70197
C 1.78905 -2.03041 0.48182
H 1.57347 2.92982 0.35550
H 2.14158 1.54639 0.94816
H 0.57951 1.44634 2.60125
H -0.39192 4.14585 1.51072
H 0.34641 3.81214 3.07293
H -1.26276 3.09220 2.65960
H 0.89889 0.22749 0.37527
H 0.22616 -0.93029 -1.54828
H -2.59564 -0.32091 -0.62692
H -2.00020 -1.73690 -1.49490
H -2.65101 -2.40127 0.66228
H -1.80645 -1.12233 1.48081
H -0.36955 -3.17211 -0.31823
H -0.76161 -3.74789 1.27269
H 0.49905 -1.44541 1.87616
H 3.39861 -1.12595 0.20807
H 2.09849 -4.07441 0.25294
H 3.19877 -3.08070 -0.60698
H -1.86924 0.87039 -3.79327
N 1.73443 2.46033 1.24843
N 0.06339 0.52526 -0.04816
N 0.63717 -2.22266 1.20475
N 2.47077 -0.92370 0.61922
N 2.24860 -3.18032 -0.21048
O -1.59631 1.89706 0.40576
O -0.07918 1.57962 -2.67086
O -1.78829 0.24094 -3.06453

The total energy comes out at -23235.3234 eV. As for the HOMO energy: -8.7 eV. The value obtained for the LUMO energy is 0.45 eV. For the energy above the lowest of the compared OMol25 structures with the same formula, charge and spin, the calculation gives 0.626 eV. As for the HOMO-LUMO gap: 9.149 eV.

---

No. 3
Entry from OMol25: C9H19N5O3S as an isolated structure in a non-equilibrium geometry (the ωB97M-V functional and the def2-TZVPD basis).

Geometry (Å):
C 0.24638 2.31267 0.35148
C 1.53663 1.79773 -0.33091
C -0.96835 2.23048 -0.41290
C -1.54206 0.76179 -0.22881
C -2.11750 0.46528 1.16761
C -3.17586 -1.50330 0.07740
C 2.30265 -0.69203 -0.96540
C 1.49800 -1.85242 -0.24471
C 3.84950 -0.88517 -0.74947
H 1.17675 3.54149 1.97847
H 1.43932 3.97222 -0.09703
H 0.10756 1.71910 1.38285
H -1.52858 3.12977 -0.03763
H -0.72970 2.55953 -1.52855
H -2.32343 0.42660 -1.01708
H -0.61477 0.08951 -0.59655
H -1.53809 0.75548 2.10883
H -3.19956 1.10544 1.09269
H -1.52352 -1.44676 0.98240
H -1.95534 -3.19177 -0.06493
H -5.13256 -0.52626 0.46527
H -5.00976 -1.50130 -1.08062
H 0.44860 -0.16255 0.13551
H 2.04445 -0.96026 -2.15197
H 4.54461 -1.60118 -1.37181
H 4.44495 0.02406 -1.07047
H 4.97551 -2.44279 1.17113
H 1.17275 -3.90317 -0.16016
N 0.67101 3.68893 0.71056
N -2.45138 -0.93533 1.09159
N -2.85502 -2.79487 -0.34160
N -4.46458 -0.75058 -0.38030
N 1.76784 0.43478 -0.05922
O 2.07046 2.42801 -1.18436
O 0.72795 -1.95591 0.92267
O 1.85586 -3.22407 -0.79043
S 4.24926 -1.11317 1.22646

The total energy comes out at -34058.3420 eV. As for the HOMO energy: -9.0 eV. The value obtained for the LUMO energy is -0.57 eV. For the energy above the lowest of the compared OMol25 structures with the same formula, charge and spin, the calculation gives 12.393 eV. As for the HOMO-LUMO gap: 8.406 eV.

---

No. 4
Entry from OMol25: a 2-piece molecular cluster, C9H19NSi2 overall in a non-equilibrium geometry (the ωB97M-V functional and the def2-TZVPD basis).

Geometry (Å):
C 0.51826 1.40972 0.13767
C -0.73576 0.89209 0.07109
C 1.72305 0.68455 -0.32704
C 0.79330 2.84107 0.79124
C -1.88421 1.74457 0.43251
C 2.64371 1.34230 -1.25153
C 1.93232 -3.37504 1.20614
C -1.55071 -0.96573 -2.29558
C -2.69594 -1.46965 0.59868
N 1.92140 -0.55323 -0.04383
Si 0.94172 -1.81927 0.48551
Si -1.12494 -0.97314 -0.38410
H 0.02623 3.16452 1.47245
H 0.97755 3.63828 0.08620
H 1.64995 2.48718 1.46051
H -2.78912 1.19662 0.19056
H -1.80827 2.57413 -0.23572
H -1.83600 2.10240 1.51150
H 3.23378 2.35923 -0.95226
H 2.04533 1.65444 -2.07263
H 3.45764 0.59303 -1.61302
H 1.89196 -3.11660 2.22273
H 1.54636 -4.35719 0.98099
H 2.80028 -3.23397 0.66995
H -1.92898 -1.94402 -2.39149
H -2.26044 -0.29979 -2.59456
H -0.56255 -1.10363 -2.89913
H -3.63071 -0.81135 0.60788
H -3.12847 -2.38596 0.20021
H -2.53340 -1.68961 1.66562
H 0.36666 -0.58593 2.26948

The total energy comes out at -26882.9261 eV. As for the HOMO energy: -7.8 eV. The value obtained for the LUMO energy is 0.12 eV. For the energy above the lowest of the compared OMol25 structures with the same formula, charge and spin, the calculation gives 4.739 eV. As for the HOMO-LUMO gap: 7.891 eV.

---

No. 5
Entry from OMol25: a single C9H19O5PS molecule in a non-equilibrium geometry (the ωB97M-V functional and the def2-TZVPD basis).

Geometry (Å):
S 2.01152 0.97050 2.75790
O -3.13359 -1.17493 0.39142
O -1.72616 -3.02349 0.98480
O 0.34423 2.02713 0.79518
O 2.40723 0.82166 -0.16239
O 0.41720 -0.71889 0.76805
C -0.00628 4.31970 -0.13094
C 3.71212 -0.07961 -1.85028
C -2.53005 -2.86950 -1.26583
C 0.88807 3.08257 -0.01284
C 2.58019 -0.39416 -0.87269
C -1.96219 -0.37399 0.24633
C -1.31001 -1.98110 1.95515
C -2.75869 -2.52898 0.18944
C -0.91803 -0.70294 1.33957
P 1.28081 0.70506 0.95373
H -0.73926 4.10469 -0.72248
H 0.52178 5.23933 -0.58292
H -0.40761 4.65967 0.85602
H 3.47822 0.78175 -2.49831
H 4.03181 -0.99289 -2.43726
H 4.55325 0.18182 -1.34618
H -2.95364 -2.11111 -1.96832
H -2.78970 -3.92446 -1.44311
H -1.41857 -2.74053 -1.51292
H 1.02651 2.67069 -1.01561
H 1.80347 3.44868 0.42170
H 1.61206 -0.74277 -1.23649
H 2.82771 -1.29851 -0.32285
H -1.46726 -0.50706 -0.76209
H -2.29432 0.58460 0.56768
H -2.06890 -1.82772 2.77017
H -0.41530 -2.44055 2.56583
H -3.54569 -3.22932 0.43024
H -1.05092 0.06464 2.15028

The total energy comes out at -40001.7149 eV. As for the HOMO energy: -8.4 eV. The value obtained for the LUMO energy is 0.57 eV. For the energy above the lowest of the compared OMol25 structures with the same formula, charge and spin, the calculation gives 0.000 eV. As for the HOMO-LUMO gap: 8.993 eV.

---

No. 6
Entry from OMol25: a 2-piece molecular cluster, C9H20BClIN6O6P overall in a non-equilibrium geometry (the ωB97M-V functional and the def2-TZVPD basis).

Geometry (Å):
C 3.76872 -0.28871 1.49446
C 3.39979 -0.09920 -0.09362
C 2.13537 0.89934 -0.39735
Cl 1.89453 0.88526 -2.27206
N 0.81272 0.45829 0.18981
C 0.15297 -0.93656 0.16757
C 0.74165 -2.32696 -0.47238
N -0.29972 -3.25994 -1.04962
C -1.28757 -0.67155 0.94243
B -2.48760 -1.78606 1.22560
O -2.41347 -2.63661 2.44742
N -3.57630 -1.88716 0.16568
C -4.96037 -1.59589 0.74151
C -3.40408 -0.87495 -0.94605
N -1.33428 0.78225 1.35801
I -2.99688 1.40010 2.40778
C -0.08785 1.49905 0.88798
P 0.26666 3.37957 1.14035
N 1.67535 3.50844 1.93071
O -0.93413 4.20958 2.08990
O 0.36790 4.16449 -0.41102
H 2.90623 0.00272 2.23472
H 4.10731 -1.41867 1.63933
H 4.72293 0.36400 1.71314
H 3.31204 -1.17059 -0.55758
H 4.35628 0.39822 -0.60630
H 2.46530 1.98746 -0.12126
H 1.27867 -2.91324 0.41637
H 1.46955 -2.03404 -1.34130
H -0.58944 -3.97802 -0.33091
H -1.18196 -2.77325 -1.32105
H -2.98112 -2.26536 3.18485
H -4.99042 -0.43989 0.95020
H -5.77173 -1.80405 -0.10474
H -5.14781 -2.22326 1.72209
H -2.43776 -1.01271 -1.59657
H -3.43224 0.24538 -0.60573
H -4.32361 -1.02832 -1.69181
H 1.54993 4.02716 2.84549
H -0.89329 3.89443 3.05331
H -0.36538 4.83283 -0.55579
N 3.62830 0.62167 -5.11840
O 2.59730 -0.07053 -5.15170
O 4.38275 0.56500 -4.13325
O 3.90473 1.37028 -6.07023

The total energy comes out at -61459.1094 eV. As for the HOMO energy: -6.1 eV. The value obtained for the LUMO energy is -3.29 eV. As for the HOMO-LUMO gap: 2.772 eV.

---

No. 7
Entry from OMol25: an isolated ion of composition C9H20BN2OS and charge +1 in a non-equilibrium geometry (the ωB97M-V functional and the def2-TZVPD basis).

Geometry (Å):
C 3.58520 0.14928 0.67815
C 3.00885 0.36775 -0.74070
S 2.96430 -1.09749 -1.79585
C 1.60465 -2.11758 -1.14128
C 0.39499 -1.28134 -0.65581
C -0.95439 -1.96819 -0.63781
C -1.70401 -1.09084 0.42846
B -2.21360 0.29443 -0.24572
O -2.37473 0.29291 -1.61443
N -2.55829 1.44162 0.52956
C -1.48405 1.84099 1.46177
C -2.84747 2.60911 -0.35477
C -0.59253 -1.01094 1.39432
N 0.53577 -1.08143 0.80437
H 3.82167 -0.89430 0.85280
H 4.49221 0.72465 0.79320
H 2.89114 0.52959 1.42027
H 3.61543 1.07625 -1.28489
H 2.04128 0.84900 -0.65210
H 1.97100 -2.70754 -0.30776
H 1.28588 -2.76656 -1.94184
H 0.46879 -0.37251 -1.24254
H -1.46920 -2.11914 -1.57412
H -0.76180 -2.96672 -0.24823
H -2.49213 -1.72517 0.82822
H -1.53855 0.40190 -2.09357
H -0.50041 1.85607 0.98715
H -1.42910 1.11523 2.27006
H -1.67774 2.80871 1.89866
H -3.03208 3.45663 0.29529
H -3.72866 2.44604 -0.95337
H -1.98887 2.88245 -0.96041
H -0.72801 -0.90721 2.45683
H 1.39446 -1.03568 1.34611

The total energy comes out at -26191.2751 eV. As for the HOMO energy: -12.1 eV. The value obtained for the LUMO energy is -4.08 eV. Its total charge is +1. As for the HOMO-LUMO gap: 8.068 eV.